No. 1
{"formula": "C35H39AsMnN2O3SSeSi", "method": "ωB97M-V with the def2-TZVPD basis set", "multiplicity": 5, "lumo_ev": [2.08, 2.05], "total_charge": -1, "gap_ev": [5.351, 5.898], "symbols": ["Mn", "C", "Si", "C", "C", "N", "C", "C", "C", "C", "C", "C", "O", "C", "C", "C", "C", "C", "C", "H", "H", "H", "H", "H", "H", "H", "H", "H", "H", "H", "H", "H", "H", "H", "H", "H", "H", "C", "As", "C", "C", "O", "H", "H", "H", "H", "H", "H", "H", "H", "H", "N", "C", "C", "C", "O", "S", "C", "C", "C", "C", "C", "C", "C", "C", "H", "H", "H", "H", "H", "H", "H", "Se", "C", "C", "C", "C", "C", "C", "H", "H", "H", "H", "H"], "positions_angstrom": [[-0.529, 0.473, -0.713], [-4.536, 1.134, -3.110], [-3.619, 1.213, -1.451], [-2.743, 2.890, -1.414], [-4.855, 1.253, -0.003], [-2.425, -0.014, -1.226], [-2.777, -1.329, -1.083], [-4.090, -1.821, -1.230], [-4.408, -3.157, -1.057], [-3.426, -4.082, -0.746], [-2.109, -3.648, -0.621], [-1.799, -2.316, -0.794], [-0.490, -1.848, -0.737], [0.484, -2.586, 0.005], [1.219, -3.784, -0.696], [1.174, -5.086, 0.038], [0.794, -5.158, 1.316], [0.266, -3.999, 2.026], [0.049, -2.836, 1.409], [-4.933, 2.120, -3.368], [-5.369, 0.426, -3.122], [-3.836, 0.838, -3.894], [-2.318, 3.138, -2.385], [-1.914, 2.842, -0.707], [-3.416, 3.698, -1.109], [-5.484, 2.147, -0.027], [-4.289, 1.251, 0.932], [-5.508, 0.379, 0.009], [-4.873, -1.117, -1.485], [-5.436, -3.482, -1.179], [-3.665, -5.129, -0.614], [-1.333, -4.368, -0.391], [0.903, -3.896, -1.738], [1.484, -5.977, -0.497], [0.820, -6.106, 1.841], [-0.017, -4.119, 3.065], [-0.425, -1.991, 1.901], [-0.003, 3.454, 1.444], [-0.641, 1.864, 2.345], [0.869, 1.164, 3.338], [-1.947, 2.424, 3.674], [-1.378, 0.770, 1.371], [0.555, 4.088, 2.131], [-0.852, 3.998, 1.036], [0.637, 3.119, 0.627], [1.103, 1.802, 4.190], [1.715, 1.115, 2.656], [0.633, 0.157, 3.678], [-1.542, 3.130, 4.397], [-2.299, 1.529, 4.185], [-2.789, 2.872, 3.148], [1.229, 0.556, 0.214], [1.748, -0.498, 0.080], [8.177, -2.887, -3.229], [9.046, -3.706, -2.310], [10.244, -3.793, -2.418], [8.248, -4.599, -0.989], [6.561, -4.060, -0.988], [5.550, -4.907, -1.454], [4.229, -4.545, -1.343], [3.848, -3.311, -0.755], [4.895, -2.451, -0.325], [6.211, -2.827, -0.422], [2.504, -2.963, -0.566], [1.818, -1.843, -0.064], [8.693, -2.766, -4.181], [8.021, -1.899, -2.793], [7.204, -3.348, -3.369], [5.820, -5.850, -1.913], [3.461, -5.204, -1.728], [4.630, -1.495, 0.111], [6.997, -2.176, -0.058], [0.443, 1.555, -2.746], [-0.484, 0.882, -4.277], [-0.514, 1.619, -5.461], [-1.166, 1.126, -6.581], [-1.795, -0.111, -6.542], [-1.766, -0.853, -5.368], [-1.113, -0.364, -4.247], [-0.023, 2.585, -5.491], [-1.187, 1.710, -7.495], [-2.299, -0.491, -7.423], [-2.256, -1.819, -5.322], [-1.090, -0.937, -3.333]], "atomic_forces_ev_per_a": [[-1.2, 0.0, -0.4], [0.0, -0.1, 0.2], [0.1, 0.4, 0.0], [-0.1, -0.2, 0.0], [0.1, -0.1, -0.2], [0.0, 0.0, -0.2], [0.1, 0.1, 0.0], [0.0, 0.0, 0.0], [0.0, 0.0, 0.0], [0.0, -0.1, 0.0], [0.1, 0.0, -0.1], [-0.2, -0.1, -0.1], [0.0, 0.1, 0.2], [0.4, 0.2, 0.1], [0.0, 0.0, 0.0], [0.0, -0.1, 0.0], [0.0, -0.1, -0.1], [-0.1, 0.2, 0.0], [-0.1, 0.0, 0.0], [0.0, 0.0, 0.0], [0.0, 0.0, 0.0], [0.0, 0.0, 0.0], [0.1, 0.0, 0.0], [0.1, 0.1, 0.1], [0.0, -0.1, 0.0], [0.0, 0.0, -0.1], [0.0, 0.0, 0.0], [0.0, 0.1, 0.1], [0.0, -0.1, 0.0], [0.0, 0.0, 0.0], [0.0, 0.0, 0.0], [0.0, 0.0, 0.0], [-0.1, 0.0, 0.0], [0.0, 0.0, 0.1], [0.0, 0.0, 0.0], [0.0, 0.0, 0.0], [0.0, 0.0, 0.0], [-0.1, -0.2, 0.0], [0.5, 0.6, 0.9], [-0.1, 0.0, -0.1], [0.1, -0.1, -0.2], [-0.1, -0.4, -0.9], [0.0, 0.0, 0.1], [0.0, 0.0, 0.0], [0.0, 0.0, 0.0], [-0.1, 0.0, 0.0], [0.0, 0.0, 0.0], [-0.1, 0.0, 0.0], [0.1, 0.0, 0.0], [0.0, 0.0, 0.0], [0.0, 0.0, 0.0], [1.1, 0.0, 0.6], [0.0, 0.4, 0.0], [0.1, 0.0, -0.1], [-0.1, 0.1, -0.1], [0.0, 0.0, 0.0], [0.0, 0.0, 0.1], [0.3, -0.1, 0.1], [0.0, 0.0, 0.0], [-0.1, 0.0, 0.0], [0.2, 0.0, 0.0], [-0.1, 0.1, 0.0], [0.0, -0.1, 0.0], [0.0, 0.1, -0.1], [-0.4, -0.5, 0.0], [0.0, 0.0, 0.0], [0.0, 0.0, 0.0], [0.0, 0.0, 0.0], [0.0, 0.0, 0.0], [0.0, 0.0, 0.0], [0.0, 0.0, 0.0], [0.0, 0.0, 0.0], [0.0, -0.2, 0.3], [-0.1, 0.0, 0.2], [0.0, 0.0, 0.1], [0.0, 0.0, -0.1], [0.0, 0.0, -0.1], [0.0, 0.0, 0.0], [0.0, 0.1, -0.1], [0.0, 0.0, 0.0], [0.0, 0.0, 0.0], [0.0, 0.0, 0.0], [0.0, 0.0, 0.0], [0.0, -0.1, 0.0]], "mulliken_charge": [-0.2063, -1.0254, 0.1483, -0.7285, -1.0581, 0.8814, 0.7184, -0.3105, -1.2230, -0.9926, -0.9143, 1.0671, 0.5548, 1.7383, -0.3264, -0.7554, -0.5139, -0.6443, -0.8191, 0.3366, 0.3188, 0.2005, 0.2835, -0.2177, 0.4221, 0.3826, 0.1299, 0.3472, 0.2347, 0.3725, 0.4086, 0.2254, 0.2815, 0.3826, 0.3746, 0.4230, 0.5704, -1.1133, 0.7098, -1.1957, -1.1713, -0.3712, 0.4277, 0.3382, 0.3091, 0.4272, 0.3202, 0.3577, 0.4026, 0.3516, 0.3275, -0.5763, 0.5165, -0.9501, 0.6408, -0.5747, -0.1513, -0.4247, -0.5923, -0.4342, 1.0634, -0.6999, -0.3676, -0.3506, -1.1841, 0.3330, 0.2630, 0.3226, 0.3884, 0.4099, 0.4107, 0.4602, -0.2400, 0.0703, -0.6601, -0.4452, -0.4688, -0.5380, -0.0848, 0.3594, 0.3515, 0.3505, 0.3914, 0.2236]}

No. 2
{"formula": "C34H31Cl5F5NOPPdS", "method": "ωB97M-V with the def2-TZVPD basis set", "relative_energy_kj_mol": 0.0, "lumo_ev": 2.06, "total_charge": -1, "gap_ev": 6.832, "symbols": ["Pd", "Cl", "C", "C", "Cl", "C", "Cl", "C", "O", "C", "Cl", "C", "Cl", "C", "C", "C", "P", "C", "C", "C", "C", "C", "C", "C", "C", "C", "C", "N", "C", "C", "C", "C", "C", "C", "C", "C", "C", "H", "H", "H", "H", "H", "H", "H", "H", "H", "H", "H", "H", "H", "H", "H", "H", "H", "H", "H", "H", "H", "H", "H", "H", "H", "H", "H", "H", "H", "H", "H", "F", "C", "C", "F", "C", "F", "C", "S", "C", "F", "C", "F"], "positions_angstrom": [[0.200, -0.076, -1.291], [6.269, 3.980, 0.217], [4.690, 3.557, -0.351], [4.374, 2.239, -0.669], [5.573, 1.006, -0.482], [3.122, 1.921, -1.161], [2.742, 0.291, -1.624], [2.082, 2.875, -1.380], [0.954, 2.567, -1.832], [2.465, 4.220, -1.039], [1.274, 5.446, -1.308], [3.711, 4.538, -0.540], [4.087, 6.183, -0.153], [-4.381, 1.341, -1.319], [-2.866, 1.371, -1.535], [-2.248, 2.560, -0.810], [-2.030, -0.198, -1.020], [-3.105, -1.484, -1.776], [-3.164, -1.309, -3.296], [-2.711, -2.912, -1.411], [-2.160, -0.323, 0.760], [-3.288, -0.745, 1.460], [-3.322, -0.768, 2.843], [-4.536, -1.233, 3.602], [-2.168, -0.337, 3.512], [-1.035, 0.079, 2.851], [-0.981, 0.081, 1.433], [0.118, 0.418, 0.718], [1.304, 0.790, 1.408], [1.493, 2.102, 1.861], [0.430, 3.142, 1.676], [2.674, 2.437, 2.513], [3.673, 1.503, 2.749], [4.963, 1.894, 3.415], [3.448, 0.197, 2.339], [2.280, -0.177, 1.685], [2.063, -1.614, 1.313], [-4.783, 2.330, -1.551], [-4.619, 1.128, -0.274], [-4.898, 0.620, -1.953], [-2.650, 1.482, -2.602], [-2.466, 2.515, 0.259], [-2.666, 3.487, -1.210], [-1.172, 2.583, -0.966], [-4.096, -1.286, -1.357], [-2.164, -1.399, -3.724], [-3.581, -0.346, -3.592], [-3.790, -2.092, -3.730], [-1.789, -3.188, -1.923], [-3.493, -3.597, -1.746], [-2.571, -3.044, -0.337], [-4.164, -1.076, 0.908], [-5.310, -1.585, 2.918], [-4.969, -0.430, 4.205], [-4.296, -2.055, 4.280], [-2.161, -0.342, 4.598], [-0.161, 0.390, 3.409], [0.299, 3.380, 0.625], [0.701, 4.060, 2.199], [-0.533, 2.795, 2.054], [2.813, 3.462, 2.846], [4.811, 2.713, 4.119], [5.693, 2.229, 2.673], [5.400, 1.053, 3.954], [4.201, -0.560, 2.535], [2.812, -2.246, 1.792], [2.136, -1.763, 0.235], [1.072, -1.954, 1.615], [1.233, -7.125, -2.464], [1.058, -5.807, -2.621], [1.122, -5.232, -3.878], [1.366, -6.000, -4.946], [0.937, -3.872, -4.026], [1.011, -3.382, -5.269], [0.677, -3.011, -2.952], [0.488, -1.309, -3.313], [0.622, -3.633, -1.706], [0.358, -2.927, -0.600], [0.803, -4.995, -1.535], [0.725, -5.531, -0.311]], "atomic_forces_ev_per_a": [[-0.2, -0.3, 0.2], [0.0, 0.0, 0.0], [0.0, 0.0, 0.0], [0.0, 0.0, 0.0], [0.0, 0.0, 0.0], [0.1, 0.0, 0.1], [0.1, 0.0, 0.0], [-0.1, 0.1, -0.1], [0.0, 0.0, 0.1], [-0.1, -0.1, 0.0], [0.0, -0.1, 0.0], [0.0, 0.0, 0.0], [0.0, 0.0, 0.0], [0.0, 0.0, 0.0], [0.0, 0.0, 0.0], [0.1, 0.0, 0.0], [0.4, -0.1, -0.1], [0.1, 0.0, -0.1], [0.0, -0.1, 0.0], [0.1, 0.0, 0.0], [0.0, 0.0, -0.1], [-0.1, 0.0, 0.0], [0.0, 0.0, 0.0], [0.0, 0.0, 0.0], [0.0, 0.0, 0.0], [0.0, 0.0, 0.0], [0.1, 0.0, 0.0], [-0.1, 0.0, -0.2], [0.0, 0.0, 0.1], [0.0, 0.0, 0.0], [-0.1, 0.0, 0.0], [0.0, 0.0, 0.0], [0.0, 0.0, 0.0], [0.0, 0.0, 0.0], [0.0, 0.0, 0.0], [0.0, 0.0, 0.0], [0.0, 0.0, 0.0], [0.0, 0.0, 0.0], [0.0, 0.0, 0.0], [0.0, 0.0, 0.0], [0.0, -0.1, 0.0], [0.0, 0.0, 0.0], [0.0, 0.0, 0.0], [0.1, 0.1, 0.1], [0.0, 0.0, 0.0], [0.0, 0.0, 0.0], [0.0, 0.0, 0.0], [0.0, 0.0, 0.0], [0.0, 0.0, 0.0], [0.0, 0.0, 0.0], [0.0, 0.0, 0.0], [0.0, 0.0, 0.0], [0.0, 0.0, 0.0], [0.0, 0.0, 0.0], [0.0, 0.0, 0.0], [0.0, 0.0, 0.0], [0.0, 0.0, 0.0], [-0.1, 0.0, -0.2], [0.0, 0.0, 0.0], [0.0, 0.0, 0.0], [0.0, 0.0, 0.0], [0.0, 0.0, 0.0], [0.0, 0.0, 0.0], [0.0, 0.0, 0.0], [0.0, 0.0, 0.0], [0.0, 0.0, 0.0], [0.0, 0.0, 0.1], [0.0, 0.0, 0.0], [0.0, 0.0, 0.0], [0.0, 0.0, 0.0], [0.0, 0.0, 0.1], [0.0, 0.0, 0.0], [0.0, 0.0, 0.0], [0.0, 0.0, 0.0], [0.0, 0.0, 0.0], [-0.3, 0.4, 0.0], [0.0, 0.0, 0.0], [-0.1, -0.1, -0.1], [0.0, 0.0, 0.0], [0.0, 0.0, 0.0]], "mulliken_charge": [-0.5431, -0.2068, 0.2977, -0.0927, -0.1624, 0.7510, -0.1040, -0.7800, -0.8235, 0.4686, -0.2011, 0.0604, -0.2267, -1.6251, 0.5920, -1.7074, 1.7145, 0.6512, -1.5844, -1.6300, -1.2443, 0.2528, 0.4360, -1.7376, -0.9738, -0.4234, -0.3751, 2.4874, -0.9814, 0.8768, -1.2922, -0.9598, 0.6917, -1.6404, -1.0484, 1.6900, -1.6262, 0.5005, 0.2613, 0.3178, 0.7405, 0.2032, 0.6428, 0.2351, 0.5996, 0.1920, 0.3476, 0.4706, 0.0853, 0.5812, 0.2683, 0.1976, 0.3467, 0.3202, 0.3337, 0.3591, 0.4723, -0.0459, 0.4449, 0.2151, 0.3033, 0.3886, 0.2168, 0.3960, 0.3458, 0.4347, 0.0459, 0.1644, -0.3192, 0.6960, 0.2529, -0.3115, -0.0597, -0.3328, 1.4258, -0.2414, -0.9752, -0.0731, -0.1121, -0.3146]}

No. 3
{"formula": "CH4O3", "method": "ωB97M-V with the def2-TZVPD basis set", "relative_energy_kj_mol": 44.5, "lumo_ev": 0.06, "smiles": "O=CO.O", "total_charge": 0, "gap_ev": 10.406, "symbols": ["O", "C", "O", "H", "H", "O", "H", "H"], "positions_angstrom": [[-0.516, -1.765, 1.293], [0.254, -0.858, 0.938], [0.000, 0.000, 0.000], [1.231, -0.659, 1.421], [0.845, 0.506, -0.148], [2.452, 1.092, -0.977], [3.047, 0.387, -0.634], [3.060, 1.776, -1.338]], "atomic_forces_ev_per_a": [[2.2, 2.5, -1.0], [-1.7, -3.2, 2.2], [0.7, 1.2, -1.2], [-0.1, -0.4, 0.1], [-1.1, -0.1, -0.3], [1.3, -0.2, 0.2], [-0.5, 0.7, -0.5], [-0.7, -0.7, 0.4]], "mulliken_charge": [-0.5080, 0.2538, -0.3626, 0.1973, 0.4397, -0.6652, 0.3293, 0.3156]}